[1]
Formula: C16H13F3N4O8S2
Source: OMol25
Level of theory: ωB97M-V/def2-TZVPD

Element x y z (Å)
C -0.24 -3.10 -1.52
S -1.03 -1.52 -1.16
C -2.21 -1.91 0.17
C 0.12 -0.53 -0.12
C 1.55 -0.47 -0.61
C 2.62 -0.42 0.29
C 3.95 -0.63 -0.11
C 4.25 -0.81 -1.48
N 5.61 -0.84 -1.92
O 5.85 -0.91 -3.15
O 6.52 -0.80 -1.07
C 3.19 -0.73 -2.42
C 1.88 -0.53 -1.96
H 0.68 -2.88 -2.08
H -0.05 -3.69 -0.60
H -0.93 -3.64 -2.17
H -2.52 -0.99 0.66
H -3.07 -2.36 -0.34
H -1.78 -2.62 0.89
H 0.02 -0.95 0.85
H 2.43 -0.33 1.35
H 4.76 -0.57 0.61
H 3.37 -0.78 -3.49
H 1.09 -0.49 -2.70
O -0.44 3.05 3.49
S 0.06 1.99 2.66
O 1.37 2.07 2.04
C 0.21 0.50 3.81
F 0.77 0.84 4.98
F -1.02 -0.03 4.07
F 0.95 -0.49 3.25
C -1.10 1.57 1.43
C -0.53 1.09 0.10
C -1.58 1.28 -0.92
N -1.33 1.31 -2.26
O -0.33 1.22 -2.94
O -2.62 1.55 -2.85
N -3.61 1.64 -1.91
C -2.95 1.43 -0.71
C -3.46 1.73 0.62
N -4.83 2.05 0.90
O -5.76 1.73 0.15
O -5.01 2.61 2.03
C -2.46 1.72 1.66
H 0.42 1.63 -0.16
H -2.80 2.04 2.66

Results
Multiplicity: 1
Calculated total energy (Ha): -2533.96973
Molar mass (g/mol): 510.428
Kohn-Sham gap (eV): 6.56
HOMO (hartree): -0.30176

Atom-resolved charges from Löwdin, all expressed in e: atom 1 (C): -0.221, atom 2 (S): 1.129, atom 3 (C): -0.185, atom 4 (C): -0.280, atom 5 (C): -0.232, atom 6 (C): 0.003, atom 7 (C): 0.045, atom 8 (C): -0.138, atom 9 (N): -0.321, atom 10 (O): 0.063, atom 11 (O): 0.067, atom 12 (C): 0.045, atom 13 (C): -0.056, atom 14 (H): 0.058, atom 15 (H): 0.081, atom 16 (H): 0.071, atom 17 (H): 0.056, atom 18 (H): 0.072, atom 19 (H): 0.082, atom 20 (H): 0.086, atom 21 (H): 0.103, atom 22 (H): 0.126, atom 23 (H): 0.123, atom 24 (H): 0.092, atom 25 (O): -0.259, atom 26 (S): 0.754, atom 27 (O): -0.291, atom 28 (C): -0.599, atom 29 (F): 0.140, atom 30 (F): 0.104, atom 31 (F): 0.093, atom 32 (C): -0.279, atom 33 (C): -0.128, atom 34 (C): -0.184, atom 35 (N): -0.196, atom 36 (O): 0.045, atom 37 (O): 0.017, atom 38 (N): 0.153, atom 39 (C): -0.163, atom 40 (C): -0.113, atom 41 (N): -0.336, atom 42 (O): 0.053, atom 43 (O): 0.006, atom 44 (C): 0.019, atom 45 (H): 0.154, atom 46 (H): 0.139

***

[2]
Formula: C25H19N8O9SV
Source: OMol25
Level of theory: ωB97M-V/def2-TZVPD

Element x y z (Å)
V -0.29 0.08 1.16
O -1.82 -3.33 -0.28
C -1.66 -2.32 0.37
O -0.55 -1.63 0.38
C -2.78 -1.83 1.27
C -4.03 -2.38 1.05
C -5.12 -1.97 1.80
C -4.99 -1.02 2.80
C -3.74 -0.51 3.04
C -2.61 -0.87 2.29
O -1.45 -0.29 2.55
N -3.61 0.49 4.11
O -4.44 1.38 4.13
O -2.73 0.33 4.93
N -6.44 -2.54 1.54
O -6.54 -3.36 0.64
O -7.37 -2.16 2.22
H -4.14 -3.13 0.28
H -5.85 -0.69 3.37
C 0.00 5.31 -4.47
C 0.06 4.78 -3.06
C 0.53 3.49 -2.81
C 0.61 3.01 -1.51
C 0.22 3.81 -0.45
C -0.24 5.10 -0.69
C -0.32 5.58 -1.98
S 0.22 3.25 1.22
O -1.17 3.07 1.60
O 0.99 4.18 1.99
N 0.87 1.77 1.21
C 2.24 1.58 1.47
C 3.26 2.49 1.34
C 4.59 2.13 1.67
C 4.91 0.88 2.11
C 3.89 -0.09 2.24
C 4.11 -1.42 2.66
C 3.07 -2.30 2.73
C 1.79 -1.87 2.35
N 1.55 -0.64 1.97
C 2.57 0.26 1.91
H -0.10 4.50 -5.19
H 0.92 5.86 -4.71
H -0.83 6.00 -4.59
H 0.83 2.86 -3.63
H 0.97 2.00 -1.32
H -0.53 5.73 0.15
H -0.68 6.58 -2.17
H 3.06 3.49 1.01
H 5.36 2.88 1.56
H 5.93 0.62 2.36
H 5.12 -1.72 2.94
H 3.22 -3.33 3.04
H 0.95 -2.55 2.35
N -4.87 3.76 -1.68
C -3.91 3.16 -0.96
N -3.60 3.66 0.24
N -3.33 2.10 -1.50
C -2.46 1.45 -0.80
N -1.66 0.85 -0.20
H -5.44 4.49 -1.30
H -5.18 3.28 -2.51
H -4.07 4.48 0.59
H -2.77 3.35 0.75

Results
Multiplicity: 3
Expectation value of S²: 2.0105
Calculated total energy (Ha): -3421.49963
Molar mass (g/mol): 658.485
ΔE to the lowest compared entry with this formula, charge and spin (kcal per mole): 5.4
Kohn-Sham gap (spin up / spin down) (eV): 7.98 / 8.08
HOMO (spin up / spin down) (hartree): -0.31632 / -0.32082

Atom-resolved charges from Löwdin, all expressed in e: atom 1 (V): 1.040, atom 2 (O): 0.094, atom 3 (C): -0.546, atom 4 (O): -0.148, atom 5 (C): -0.040, atom 6 (C): 0.082, atom 7 (C): -0.124, atom 8 (C): 0.085, atom 9 (C): -0.061, atom 10 (C): -0.241, atom 11 (O): -0.147, atom 12 (N): -0.347, atom 13 (O): 0.082, atom 14 (O): 0.116, atom 15 (N): -0.357, atom 16 (O): 0.085, atom 17 (O): 0.073, atom 18 (H): 0.137, atom 19 (H): 0.137, atom 20 (C): -0.047, atom 21 (C): -0.267, atom 22 (C): -0.027, atom 23 (C): -0.059, atom 24 (C): -0.282, atom 25 (C): -0.056, atom 26 (C): -0.034, atom 27 (S): 0.610, atom 28 (O): -0.332, atom 29 (O): -0.269, atom 30 (N): -0.225, atom 31 (C): -0.239, atom 32 (C): -0.007, atom 33 (C): -0.057, atom 34 (C): -0.036, atom 35 (C): -0.147, atom 36 (C): 0.010, atom 37 (C): -0.025, atom 38 (C): -0.074, atom 39 (N): 0.034, atom 40 (C): -0.139, atom 41 (H): 0.078, atom 42 (H): 0.087, atom 43 (H): 0.078, atom 44 (H): 0.118, atom 45 (H): 0.106, atom 46 (H): 0.121, atom 47 (H): 0.116, atom 48 (H): 0.108, atom 49 (H): 0.110, atom 50 (H): 0.113, atom 51 (H): 0.123, atom 52 (H): 0.111, atom 53 (H): 0.127, atom 54 (N): 0.175, atom 55 (C): -0.482, atom 56 (N): 0.217, atom 57 (N): 0.138, atom 58 (C): -0.257, atom 59 (N): 0.150, atom 60 (H): 0.110, atom 61 (H): 0.115, atom 62 (H): 0.122, atom 63 (H): 0.063

***

[3]
Formula: C16H22N2O6
Source: OMol25
Level of theory: ωB97M-V/def2-TZVPD

Element x y z (Å)
O -2.16 1.32 -3.98
O -0.65 -2.33 -3.90
O 2.05 -2.40 0.40
O -2.02 -0.72 -5.01
O 1.03 -3.31 -1.65
O 4.07 1.08 0.94
C -1.88 0.09 -4.00
C -0.45 -1.64 -2.88
C 1.29 -1.38 0.44
C 0.29 -2.13 -1.65
C -1.12 -0.42 -2.92
C -1.20 0.31 -1.74
C 0.24 -1.22 -0.55
N 1.46 -0.41 1.45
N -0.71 -0.15 -0.54
C 5.25 1.21 0.13
C -3.82 -0.39 0.46
C -3.68 2.03 1.02
C 3.95 -0.24 1.52
C 2.69 -0.38 2.25
C -3.23 0.61 1.49
C 0.73 0.82 1.31
C -1.68 0.37 1.83
C -0.72 0.74 0.77
H -1.50 -1.54 -4.68
H 1.68 -3.11 -0.84
H -1.49 1.37 -1.74
H 5.21 0.69 -0.76
H 5.33 2.25 -0.14
H 6.19 0.92 0.67
H -4.89 -0.21 0.40
H -3.31 -0.23 -0.51
H -3.61 -1.39 0.71
H -3.57 2.72 1.85
H -4.71 2.09 0.91
H -3.24 2.37 0.06
H 4.05 -0.89 0.65
H 4.73 -0.70 2.14
H 2.78 -1.42 2.57
H 2.71 0.40 3.01
H -3.93 0.47 2.40
H 1.14 1.43 0.58
H 0.78 1.40 2.24
H -1.63 -0.74 1.90
H -1.47 0.84 2.84
H -0.98 1.82 0.54

Results
Multiplicity: 1
Calculated total energy (Ha): -1183.75259
Molar mass (g/mol): 338.360
ΔE to the lowest compared entry with this formula, charge and spin (kcal per mole): 87.0
SMILES: COCCN1C[C@H](CC(C)C)n2cc(C(=O)O)c(=O)c(O)c2C1=O
Kohn-Sham gap (eV): 8.05
HOMO (hartree): -0.33057

Atom-resolved charges from Löwdin, all expressed in e: atom 1 (O): 0.037, atom 2 (O): 0.080, atom 3 (O): 0.044, atom 4 (O): 0.145, atom 5 (O): 0.058, atom 6 (O): -0.172, atom 7 (C): -0.500, atom 8 (C): -0.233, atom 9 (C): -0.271, atom 10 (C): -0.052, atom 11 (C): -0.083, atom 12 (C): 0.052, atom 13 (C): -0.017, atom 14 (N): -0.002, atom 15 (N): 0.063, atom 16 (C): -0.083, atom 17 (C): -0.078, atom 18 (C): -0.088, atom 19 (C): -0.234, atom 20 (C): -0.121, atom 21 (C): -0.370, atom 22 (C): -0.111, atom 23 (C): -0.127, atom 24 (C): -0.208, atom 25 (H): 0.036, atom 26 (H): 0.076, atom 27 (H): 0.155, atom 28 (H): 0.054, atom 29 (H): 0.082, atom 30 (H): 0.108, atom 31 (H): 0.082, atom 32 (H): 0.064, atom 33 (H): 0.059, atom 34 (H): 0.073, atom 35 (H): 0.043, atom 36 (H): 0.085, atom 37 (H): 0.118, atom 38 (H): 0.134, atom 39 (H): 0.130, atom 40 (H): 0.143, atom 41 (H): 0.148, atom 42 (H): 0.106, atom 43 (H): 0.141, atom 44 (H): 0.129, atom 45 (H): 0.143, atom 46 (H): 0.161

***

[4]
Formula: C22H33As2NO3Pd
Source: OMol25
Level of theory: ωB97M-V/def2-TZVPD

Element x y z (Å)
C 3.24 4.00 1.49
C 4.65 3.55 1.40
H 3.11 4.86 2.09
H 3.14 4.29 0.42
C 4.89 2.46 0.67
C 3.75 1.45 0.53
H 3.75 0.82 1.43
H 3.96 0.76 -0.28
C 5.72 4.44 1.96
H 5.28 5.21 2.60
H 6.32 5.01 1.21
H 6.46 3.90 2.56
C 6.27 2.23 0.10
H 7.03 1.95 0.83
H 6.63 3.16 -0.36
H 6.29 1.45 -0.68
Pd -1.09 -1.07 0.41
O 0.28 0.79 0.74
C 1.23 1.11 0.04
O 0.85 -1.56 -0.62
C 1.13 -0.72 -1.52
O 1.36 -1.05 -2.76
N 1.37 0.61 -1.25
C 1.64 0.23 -3.49
C 1.78 1.33 -2.47
H 0.77 0.38 -4.15
H 2.58 0.15 -4.05
H 1.14 2.17 -2.71
H 2.82 1.64 -2.38
C 2.36 2.04 0.45
C 2.10 2.99 1.61
H 2.38 2.72 -0.45
H 1.76 2.45 2.52
H 1.21 3.58 1.54
C -2.18 -4.42 1.82
As -1.94 -3.25 0.28
C -1.15 -4.39 -1.10
C -3.84 -3.15 -0.32
C -4.52 -4.25 -0.82
C -5.87 -4.04 -1.19
C -6.47 -2.81 -1.03
C -5.77 -1.70 -0.49
C -4.44 -1.89 -0.16
As -3.32 -0.44 0.57
C -3.83 0.98 -0.64
C -4.20 -0.17 2.29
H -1.25 -4.38 2.41
H -2.38 -5.43 1.46
H -3.01 -4.03 2.41
H -1.93 -4.63 -1.83
H -0.31 -3.84 -1.54
H -0.79 -5.29 -0.57
H -4.03 -5.22 -0.92
H -6.40 -4.90 -1.59
H -7.50 -2.68 -1.34
H -6.26 -0.74 -0.35
H -4.90 1.18 -0.53
H -3.24 1.86 -0.35
H -3.59 0.68 -1.66
H -5.28 -0.26 2.13
H -3.84 -0.93 2.99
H -3.93 0.83 2.64

Results
Multiplicity: 3
Expectation value of S²: 2.0064
Calculated total energy (Ha): -5737.38781
Molar mass (g/mol): 615.774
Charge: +2
Kohn-Sham gap (spin up / spin down) (eV): 4.97 / 3.71
HOMO (spin up / spin down) (hartree): -0.40974 / -0.49180

Atom-resolved charges from Löwdin, all expressed in e: atom 1 (C): -0.076, atom 2 (C): -0.132, atom 3 (H): 0.125, atom 4 (H): 0.173, atom 5 (C): -0.095, atom 6 (C): -0.032, atom 7 (H): 0.175, atom 8 (H): 0.131, atom 9 (C): 0.024, atom 10 (H): 0.104, atom 11 (H): 0.131, atom 12 (H): 0.123, atom 13 (C): 0.027, atom 14 (H): 0.121, atom 15 (H): 0.114, atom 16 (H): 0.103, atom 17 (Pd): 0.281, atom 18 (O): 0.049, atom 19 (C): -0.311, atom 20 (O): -0.040, atom 21 (C): -0.482, atom 22 (O): 0.115, atom 23 (N): 0.064, atom 24 (C): -0.034, atom 25 (C): -0.072, atom 26 (H): 0.145, atom 27 (H): 0.145, atom 28 (H): 0.145, atom 29 (H): 0.120, atom 30 (C): -0.231, atom 31 (C): -0.100, atom 32 (H): 0.151, atom 33 (H): 0.154, atom 34 (H): 0.129, atom 35 (C): -0.272, atom 36 (As): 1.080, atom 37 (C): -0.256, atom 38 (C): -0.399, atom 39 (C): -0.092, atom 40 (C): -0.059, atom 41 (C): -0.059, atom 42 (C): -0.094, atom 43 (C): -0.409, atom 44 (As): 1.044, atom 45 (C): -0.288, atom 46 (C): -0.259, atom 47 (H): 0.030, atom 48 (H): 0.038, atom 49 (H): 0.034, atom 50 (H): 0.031, atom 51 (H): 0.013, atom 52 (H): 0.040, atom 53 (H): 0.112, atom 54 (H): 0.114, atom 55 (H): 0.113, atom 56 (H): 0.105, atom 57 (H): 0.030, atom 58 (H): 0.022, atom 59 (H): 0.037, atom 60 (H): 0.036, atom 61 (H): 0.032, atom 62 (H): 0.030

***

> Which value of calculated total energy does entry 2 give?

-3421.49963 Ha